Entry from the OMol25 dataset: a cluster of 18 separate species, C56H90FI2N21O4PS in total in a non-equilibrium geometry (the ωB97M-V functional and the def2-TZVPD basis).

Geometry (Å):
I -2.090 0.313 1.393
I -7.327 0.490 0.230
S -1.215 -1.692 -1.183
P -3.144 3.449 0.221
F -0.019 -1.586 -0.264
O -3.009 4.721 -0.764
O -4.642 3.391 0.697
O -2.242 -2.323 -0.449
O -0.842 -2.447 -2.312
N -4.338 -8.245 2.369
N -13.716 3.620 1.903
N -0.259 6.673 1.273
N 7.740 6.207 0.907
N 3.057 -8.847 1.062
N -1.685 -0.052 -1.711
N -2.189 3.611 1.425
N 1.028 8.835 1.493
N -4.138 -6.759 -2.652
N 8.764 1.680 -0.572
N 3.121 -5.809 -1.687
N 1.628 3.777 -0.586
N -6.149 -4.114 3.263
N 11.043 -2.273 -2.725
N -1.945 2.751 -4.621
N 2.915 3.375 2.421
N -8.303 2.814 2.951
N -4.269 1.228 -0.821
N 2.634 -2.240 2.562
N 1.650 -5.492 4.905
N 6.743 -3.038 4.172
C -3.953 -5.737 -3.139
C 6.719 6.131 1.425
C 6.259 -0.424 0.934
C 0.437 1.935 0.310
C -14.210 2.715 2.404
C 5.412 1.776 -0.059
C 4.768 -1.513 -0.862
C -5.226 -4.536 2.727
C -3.705 -4.438 -3.742
C -5.524 -0.457 -2.065
C 4.145 -5.453 -2.058
C 5.740 -3.253 4.688
C -0.895 0.302 -2.987
C 1.753 -6.007 3.884
C 0.596 9.180 0.488
C 2.950 -0.274 -2.207
C -3.017 1.958 -0.882
C -0.441 3.029 -1.551
C 1.570 0.363 -1.987
C -4.059 -5.066 2.041
C -9.406 2.497 2.925
C 5.397 6.058 2.025
C -14.849 1.570 3.035
C 0.645 3.866 -1.467
C -6.392 -2.310 -0.543
C 1.554 -2.450 2.902
C 1.797 -6.729 2.621
C 4.466 -3.526 5.336
C 5.291 -1.549 0.580
C 9.179 4.129 -1.336
C 0.606 0.067 -3.117
C 1.376 5.471 2.527
C 10.949 -1.735 -1.715
C 1.508 2.797 0.304
C 0.239 -2.729 3.470
C 2.646 -8.873 -0.009
C -1.237 3.332 -5.313
C 3.450 -0.759 -0.865
C -6.661 -0.954 -1.200
C -0.345 4.071 -6.190
C -10.803 2.096 2.893
C 2.124 -8.914 -1.363
C 8.936 2.756 -0.933
C 5.514 0.892 1.193
C -3.101 -0.304 -2.265
C -2.477 8.010 1.521
C -4.229 -0.155 -1.285
C 10.830 -1.052 -0.439
C 5.428 -4.974 -2.533
C -1.780 1.078 -0.632
C 2.225 4.292 2.470
C 0.048 9.617 -0.786
C -4.155 -9.548 0.125
C -0.568 2.010 -0.623
C -1.232 7.273 1.385
C -4.259 -8.822 1.379
H -15.556 1.912 3.787
H 1.689 -7.791 2.806
H 3.687 -2.919 4.880
H -0.353 3.624 -7.182
H -3.198 7.648 0.791
H 0.854 5.599 1.580
H 2.900 -1.133 -2.873
H -5.292 -1.206 -2.818
H 8.939 4.790 -0.506
H 1.515 -9.804 -1.508
H -1.192 1.298 -3.275
H 2.744 -6.554 2.121
H 4.878 5.169 1.671
H 5.331 1.164 -0.946
H -5.891 -2.924 -1.284
H -0.040 -3.769 3.318
H -2.790 -4.474 -4.331
H 5.974 1.470 1.981
H -14.098 0.943 3.512
H 5.486 6.010 3.108
H -5.853 0.423 -2.609
H -7.353 -2.745 -0.329
H 4.426 -1.468 1.240
H -4.992 -9.296 -0.522
H 0.446 1.175 1.064
H -10.929 1.255 2.213
H 1.526 -8.026 -1.552
H -4.302 -6.023 1.593
H 11.821 -0.844 -0.040
H 4.557 2.439 0.004
H 5.753 -2.507 0.789
H -5.042 1.740 -1.212
H 1.983 6.354 2.716
H 0.709 4.673 -2.180
H -11.420 2.924 2.555
H -7.502 -1.112 -1.857
H -1.332 -0.307 -3.762
H -15.378 0.985 2.287
H -4.636 3.875 1.538
H 5.622 -5.350 -3.534
H 4.208 -4.575 5.220
H 0.237 8.861 -1.545
H -1.638 4.459 1.338
H 1.256 0.057 -1.003
H 4.502 0.642 1.484
H 0.778 -0.945 -3.456
H -3.258 0.396 -3.071
H -0.513 -2.081 3.020
H 2.286 2.697 1.038
H 10.226 4.249 -1.606
H -3.246 -5.207 2.749
H 0.645 5.365 3.324
H -1.025 9.770 -0.693
H 3.630 0.438 -2.657
H 2.701 -1.441 -0.474
H 0.916 0.658 -3.972
H -2.880 7.870 2.522
H -3.593 -3.687 -2.961
H 0.667 4.044 -5.792
H -3.742 -4.372 1.262
H -1.172 3.192 -2.312
H 5.419 -3.889 -2.562
H -3.129 -1.279 -2.727
H 6.300 2.380 -0.176
H 3.491 0.060 -0.156
H -3.229 -9.280 -0.378
H 0.986 -6.389 1.979
H 10.292 -0.116 -0.569
H -5.806 -2.195 0.357
H 10.286 -1.676 0.269
H 5.499 -1.103 -1.551
H 0.282 -2.534 4.539
H 8.557 4.392 -2.189
H -4.220 -0.822 -0.434
H -2.902 2.349 -1.899
H 4.567 -2.541 -1.140
H 0.516 10.551 -1.088
H 4.822 6.941 1.753
H -4.160 -10.619 0.318
H 6.999 -0.267 0.161
H 4.530 -3.290 6.396
H 2.951 -8.935 -2.069
H 6.780 -0.678 1.849
H -3.693 4.653 -1.446
H 1.759 1.427 -1.957
H -0.676 5.105 -6.261
H 6.218 -5.310 -1.865
H -4.535 -4.162 -4.389
H -11.120 1.799 3.891
H -2.300 9.071 1.355

## Properties
**E_HOMO**: -11.25 eV
**Maximum force**: 0.0737 Eh/bohr
**Orbital gap**: 0.299 hartree
**Total charge**: +1
**Energy**: -5072.96985 Ha